P.
2 unconnected molecules or ions with the total composition C5H13N2O, computed with ωB97M-V/def2-TZVPD.

Geometry as ORCA input:
```
! RIJCOSX wB97M-V def2-TZVPD def2/J DEFGRID3
* xyz 1 1
O -0.13 1.13 1.43
N 1.36 2.79 1.58
N -1.71 -0.34 -0.01
C 0.88 1.70 0.98
C -0.29 -2.34 0.22
C -0.99 -1.41 -0.72
C -1.03 -1.45 -2.03
C 1.58 1.23 -0.25
H -2.44 -0.76 0.58
H -2.18 0.29 -0.66
H 0.95 1.40 -1.12
H 0.95 3.10 2.45
H 0.41 -1.80 0.85
H 2.24 3.19 1.29
H 0.26 -3.09 -0.34
H -1.59 -0.71 -2.59
H -1.00 -2.84 0.88
H 2.53 1.73 -0.42
H -0.51 -2.22 -2.58
H -1.05 0.24 0.62
H 1.77 0.16 -0.18
*
```

Properties
LUMO energy = -0.1031 Eh
M = 117.172 g/mol
frontier orbital gap = 11.40 eV
HOMO energy = -14.2 eV


Q.
2 unconnected molecules or ions with the total composition C5H13N2O, computed with ωB97M-V/def2-TZVPD.

Geometry as ORCA input:
```
! RIJCOSX wB97M-V def2-TZVPD def2/J DEFGRID3
* xyz 1 1
O 3.54 -0.73 -0.44
N -5.23 0.26 -0.91
N 0.81 0.30 0.00
C -0.47 0.82 1.13
C -1.55 -0.03 1.25
C 1.29 -1.09 0.23
C 2.72 -0.50 0.40
C 0.83 0.73 -1.40
H 1.84 0.79 -1.78
H 1.15 -1.69 -0.66
H -5.72 1.10 -0.65
H -0.65 1.71 0.54
H -2.40 0.16 0.60
H 0.23 0.96 1.94
H -5.93 -0.48 -0.99
H 0.18 0.09 -2.01
H 0.77 -1.50 1.07
H 0.29 1.67 -1.43
H -4.66 0.01 -0.11
H 3.08 -0.28 1.40
H -1.60 -0.75 2.06
*
```

Properties
LUMO energy = -0.2856 Eh
M = 117.172 g/mol
frontier orbital gap = 5.31 eV
HOMO energy = -13.1 eV


R.
A gas-phase ion, C5H13N2O (charge +1), computed with ωB97M-V/def2-TZVPD.

Geometry as ORCA input:
```
! RIJCOSX wB97M-V def2-TZVPD def2/J DEFGRID3
* xyz 1 1
O -1.19 -1.53 0.37
N 0.88 -0.86 1.48
N -2.04 0.40 -0.25
C 2.84 0.21 -0.79
C -1.85 1.79 -0.56
C 1.33 -0.01 -0.85
C 0.42 0.11 0.41
C -0.98 -0.35 0.19
H -2.86 -0.02 -0.64
H 3.14 0.69 0.20
H 3.33 -0.77 -0.91
H 1.30 -1.00 -1.36
H 0.63 -0.48 2.51
H -2.17 2.27 0.35
H 1.85 -1.14 1.29
H 3.14 0.90 -1.65
H 0.72 1.24 0.66
H 0.41 -1.83 1.41
H -0.82 2.09 -1.14
H -2.66 2.26 -1.22
H 1.02 0.74 -1.48
*
```

Properties
LUMO energy = -0.1293 Eh
M = 117.172 g/mol
SMILES = CC[C@H]([NH3+])C(=O)NC
frontier orbital gap = 10.22 eV
HOMO energy = -13.7 eV


The structure with the most favorable energy is P; the runner-up is 240.7 kJ/mol above it.


P.
A single C4H7N3O2 molecule, computed with ωB97M-V/def2-TZVPD.

Geometry as ORCA input:
```
! RIJCOSX wB97M-V def2-TZVPD def2/J DEFGRID3
* xyz 0 1
O 3.52 0.36 0.12
O 1.93 -1.74 -1.07
N 1.53 -0.84 -0.06
N 1.60 1.18 0.97
N 0.35 1.13 1.06
C -0.61 0.72 0.52
C -1.71 -0.18 0.44
C -2.56 -0.04 -0.80
C 2.36 0.08 0.32
H -1.74 0.09 -1.59
H -1.10 -1.09 0.49
H 2.15 1.97 1.47
H 2.80 -1.66 -1.40
H -2.20 -0.08 1.42
H -3.27 -0.81 -1.11
H -3.06 0.91 -0.79
*
```

Properties
LUMO energy = -0.0028 Eh
M = 129.119 g/mol
frontier orbital gap = 7.64 eV
HOMO energy = -7.7 eV


Q.
A single C4H7N3O2 molecule, computed with ωB97M-V/def2-TZVPD.

Geometry as ORCA input:
```
! RIJCOSX wB97M-V def2-TZVPD def2/J DEFGRID3
* xyz 0 1
O -1.60 1.47 0.25
O 1.90 -1.76 0.06
N -2.74 -1.19 -0.16
N -0.47 -1.71 -0.03
N -0.85 0.32 -0.34
C 1.36 1.61 -0.22
C 0.56 0.31 -0.25
C 0.77 -1.01 -0.09
C -1.45 -0.88 -0.12
H 1.31 2.41 -1.12
H -1.39 1.30 1.27
H 2.36 1.41 -0.15
H -3.35 -0.33 -0.49
H 1.29 2.15 0.82
H -0.39 -2.73 0.13
H 2.70 -1.38 0.46
*
```

Properties
LUMO energy = 0.0065 Eh
M = 129.119 g/mol
SMILES = [H]/N=c1/[nH]c(O)c(C)n1O
frontier orbital gap = 7.67 eV
HOMO energy = -7.5 eV


The structure with the most favorable energy is Q; the runner-up is 173.9 kJ/mol above it.


P.
A single C4H7N3O2 molecule, computed with ωB97M-V/def2-TZVPD.

Geometry as ORCA input:
```
! RIJCOSX wB97M-V def2-TZVPD def2/J DEFGRID3
* xyz 0 1
O -1.95 0.19 0.78
O 0.21 1.32 1.04
N 0.45 -0.74 -1.09
N 2.58 0.06 -0.88
N -1.73 -1.02 0.03
C -0.72 -1.29 -0.76
C -1.08 1.25 0.45
C 0.93 0.19 0.98
C 1.39 -0.15 -0.41
H -0.89 -2.35 -1.20
H -1.05 1.23 -0.68
H 1.71 0.44 1.70
H 0.33 -0.78 1.17
H 0.67 -0.88 -2.21
H 2.57 -0.04 -1.98
H -1.61 2.15 0.68
*
```

Properties
LUMO energy = 0.0099 Eh
M = 129.119 g/mol
SMILES = [H]/N=C1/COCO/N=C\N1
frontier orbital gap = 9.47 eV
HOMO energy = -9.2 eV


Q.
A single C4H7N3O2 molecule, computed with ωB97M-V/def2-TZVPD.

Geometry as ORCA input:
```
! RIJCOSX wB97M-V def2-TZVPD def2/J DEFGRID3
* xyz 0 1
O -2.39 0.92 0.54
O 0.49 1.77 -0.90
N 0.19 -1.54 -0.05
N -2.07 -1.46 -0.50
N -0.40 1.76 0.19
C 1.27 -0.66 0.52
C -1.32 0.67 0.16
C 2.47 -0.30 0.04
C -0.93 -0.75 -0.13
H -1.95 -2.46 -0.65
H 1.38 1.71 -0.37
H 1.02 -0.65 1.66
H 3.13 0.05 0.88
H 2.96 -0.66 -1.00
H -0.92 2.63 0.17
H -2.94 -1.02 -0.55
*
```

Properties
LUMO energy = 0.0019 Eh
M = 129.119 g/mol
SMILES = C=C/N=C(/N)C(=O)NO
frontier orbital gap = 9.15 eV
HOMO energy = -9.1 eV


The structure with the most favorable energy is Q; the runner-up is 66.8 kJ/mol above it.


P.
2 unconnected molecules or ions with the total composition C3H5N3O, computed with ωB97M-V/def2-TZVPD.

Geometry as ORCA input:
```
! RIJCOSX wB97M-V def2-TZVPD def2/J DEFGRID3
* xyz 0 1
O 0.60 1.60 -0.01
N 1.84 -0.19 0.09
N -2.49 0.48 0.19
N 0.08 -1.89 -0.04
C 1.78 1.12 0.05
C -0.22 0.54 0.03
C 0.57 -0.60 0.04
H 2.51 1.85 0.38
H -2.36 1.47 0.69
H 0.73 -2.72 0.01
H -2.35 0.33 -0.78
H -0.69 -1.98 -0.66
*
```

Properties
LUMO energy (spin up / spin down) = -0.0318 / -0.0314 Eh
M = 99.093 g/mol
frontier orbital gap (spin up / spin down) = 7.46 / 7.48 eV
HOMO energy (spin up / spin down) = -8.3 / -8.3 eV


Q.
A molecular structure, C3H5N3O, computed with ωB97M-V/def2-TZVPD.

Geometry as ORCA input:
```
! RIJCOSX wB97M-V def2-TZVPD def2/J DEFGRID3
* xyz 0 1
O 2.14 -0.67 0.18
N -1.91 0.95 -0.12
N -0.59 -1.97 -0.87
N -1.01 0.40 0.57
C -0.14 -0.93 -0.38
C 0.46 1.13 0.38
C 0.97 -0.10 -0.27
H 0.23 1.99 -0.24
H 2.82 0.01 0.23
H -2.58 0.24 -0.44
H -1.37 -2.40 -0.36
H 0.97 1.35 1.32
*
```

Properties
LUMO energy (spin up / spin down) = -0.0205 / -0.0219 Eh
M = 99.093 g/mol
frontier orbital gap (spin up / spin down) = 7.07 / 7.00 eV
HOMO energy (spin up / spin down) = -7.6 / -7.6 eV


The structure with the most favorable energy is P; the runner-up is 8.7 kJ/mol above it.


P.
A molecular structure, C3H5N3O, computed with ωB97M-V/def2-TZVPD.

Geometry as ORCA input:
```
! RIJCOSX wB97M-V def2-TZVPD def2/J DEFGRID3
* xyz 0 1
O 1.55 -1.40 -0.06
N 0.19 -0.88 -0.16
N -0.95 -1.45 -0.33
N 1.34 1.12 -0.45
C 0.21 0.47 -0.29
C -1.70 -0.35 -0.24
C -1.12 0.81 0.16
H -2.68 -0.63 -0.22
H -1.62 1.75 0.41
H 1.89 0.47 0.20
H 1.32 1.93 0.20
H 1.57 -1.83 0.77
*
```

Properties
LUMO energy = 0.0198 Eh
M = 99.093 g/mol
frontier orbital gap = 8.84 eV
HOMO energy = -8.3 eV


Q.
A single C3H5N3O molecule, computed with ωB97M-V/def2-TZVPD.

Geometry as ORCA input:
```
! RIJCOSX wB97M-V def2-TZVPD def2/J DEFGRID3
* xyz 0 1
O -2.42 -1.33 0.52
N -0.21 -1.06 -0.21
N -1.47 0.72 -0.08
N 2.00 -0.13 -0.01
C 0.64 0.05 -0.15
C -0.12 1.15 -0.09
C -1.51 -0.64 0.11
H 0.16 2.18 0.11
H -2.25 1.28 0.21
H 2.57 0.70 -0.04
H 0.06 -2.01 -0.02
H 2.44 -0.97 -0.35
*
```

Properties
LUMO energy = 0.0289 Eh
M = 99.093 g/mol
SMILES = Nc1c[nH]c(=O)[nH]1
frontier orbital gap = 8.23 eV
HOMO energy = -7.4 eV


The structure with the most favorable energy is Q; the runner-up is 489.0 kJ/mol above it.


P.
2 unconnected molecules or ions with the total composition C3H5N3O, computed with ωB97M-V/def2-TZVPD.

Geometry as ORCA input:
```
! RIJCOSX wB97M-V def2-TZVPD def2/J DEFGRID3
* xyz 0 1
O -2.39 1.00 -0.38
N 1.47 0.27 -0.42
N 0.37 0.97 -0.34
N 0.41 -0.70 1.23
C 1.52 -0.69 0.57
C -1.73 0.19 0.43
C -0.34 0.23 0.55
H 2.38 -1.32 0.72
H 2.22 0.57 -1.02
H 0.17 -1.53 -1.46
H -2.35 -0.45 1.04
H -1.74 1.48 -0.92
*
```

Properties
LUMO energy (spin up / spin down) = -0.0252 / 0.0089 Eh
M = 99.093 g/mol
frontier orbital gap (spin up / spin down) = 6.29 / 10.05 eV
HOMO energy (spin up / spin down) = -7.0 / -9.8 eV


Q.
A single C3H5N3O molecule, computed with ωB97M-V/def2-TZVPD.

Geometry as ORCA input:
```
! RIJCOSX wB97M-V def2-TZVPD def2/J DEFGRID3
* xyz 0 1
O -2.12 0.95 0.38
N -0.81 -0.92 -0.36
N 1.09 0.51 -0.97
N 2.24 0.38 -0.16
C 0.14 -0.20 -0.58
C -2.07 -0.43 0.18
C 2.36 -0.58 0.71
H 3.37 -0.48 1.13
H -2.05 1.38 -0.48
H -2.81 -0.78 -0.55
H 2.92 1.08 -0.45
H -2.25 -0.91 1.14
*
```

Properties
LUMO energy = 0.0285 Eh
M = 99.093 g/mol
frontier orbital gap = 9.68 eV
HOMO energy = -8.9 eV


The structure with the most favorable energy is Q; the runner-up is 40.3 kJ/mol above it.


P.
A single C3H5N3O molecule, computed with ωB97M-V/def2-TZVPD.

Geometry as ORCA input:
```
! RIJCOSX wB97M-V def2-TZVPD def2/J DEFGRID3
* xyz 0 1
O -0.02 -0.91 -0.28
N -0.12 1.42 0.18
N -1.55 1.31 -0.14
N -1.32 -0.87 0.31
C 2.06 0.16 -0.01
C -2.11 0.10 -0.10
C 0.52 0.34 0.04
H -1.56 -1.84 0.31
H -3.22 0.07 -0.27
H 2.44 -0.66 -0.77
H 2.36 -0.25 0.98
H 2.53 1.12 -0.24
*
```

Properties
LUMO energy = 0.0268 Eh
M = 99.093 g/mol
SMILES = CC1=NN=CNO1
frontier orbital gap = 9.56 eV
HOMO energy = -8.8 eV


Q.
A single C3H5N3O molecule, computed with ωB97M-V/def2-TZVPD.

Geometry as ORCA input:
```
! RIJCOSX wB97M-V def2-TZVPD def2/J DEFGRID3
* xyz 0 1
O -2.59 0.91 -0.14
N 2.00 0.46 -0.27
N 0.73 1.06 -0.52
N 0.52 -0.91 0.57
C -0.10 0.18 0.03
C 1.79 -0.71 0.35
C -1.63 -0.04 0.18
H 2.53 -1.43 0.62
H -1.76 -0.25 1.25
H -2.60 1.06 -1.10
H 2.92 0.68 -0.65
H -1.80 -1.00 -0.32
*
```

Properties
LUMO energy = 0.0306 Eh
M = 99.093 g/mol
SMILES = OCc1nc[nH]n1
frontier orbital gap = 10.95 eV
HOMO energy = -10.1 eV


The structure with the most favorable energy is Q; the runner-up is 279.9 kJ/mol above it.


P.
A single C3H5N3O molecule, computed with ωB97M-V/def2-TZVPD.

Geometry as ORCA input:
```
! RIJCOSX wB97M-V def2-TZVPD def2/J DEFGRID3
* xyz 0 1
O 0.19 -0.25 -2.16
N -1.63 -0.66 -0.72
N 1.05 0.11 -0.95
N -0.82 -0.47 0.38
C 1.00 0.60 1.46
C 0.41 0.09 0.15
C -1.05 -0.51 -1.86
H 0.31 1.29 1.93
H 1.24 -0.27 2.12
H 1.96 1.22 1.11
H -1.07 -0.70 1.34
H -1.60 -0.45 -2.79
*
```

Properties
LUMO energy = 0.0286 Eh
M = 99.093 g/mol
SMILES = CC1=NOC=NN1
frontier orbital gap = 9.02 eV
HOMO energy = -8.2 eV


Q.
A single C3H5N3O molecule, computed with ωB97M-V/def2-TZVPD.

Geometry as ORCA input:
```
! RIJCOSX wB97M-V def2-TZVPD def2/J DEFGRID3
* xyz 0 1
O 2.42 -0.89 0.19
N -0.99 -0.75 -0.22
N -0.09 1.16 0.58
N -1.94 0.05 0.29
C -1.39 1.20 0.74
C 1.44 -0.35 -0.67
C 0.11 -0.04 -0.04
H -2.91 -0.21 0.22
H 1.84 0.60 -1.01
H -1.96 2.03 1.13
H 1.24 -0.99 -1.54
H 2.23 -1.82 0.32
*
```

Properties
LUMO energy = 0.0327 Eh
M = 99.093 g/mol
SMILES = OCc1nc[nH]n1
frontier orbital gap = 10.99 eV
HOMO energy = -10.1 eV


The structure with the most favorable energy is Q; the runner-up is 283.7 kJ/mol above it.